*P*
15
Properties=species:S:1:pos:R:3 method="wB97M-V/def2-TZVPD" homo_energy_ev=-3.788 gap_ev=7.129 smiles="Cn1ccn(C(=O)[O-])c1=S" total_charge=-1
C -0.7650 1.1059 -0.0329
N 0.4387 0.4025 0.1436
C 0.4452 -1.0116 0.0518
C 1.7341 -1.4327 0.0119
N 2.6064 -0.3430 0.0805
C 4.1896 -0.5093 -0.0679
O 4.5458 -1.5631 0.4158
O 4.7145 0.3679 -0.6349
C 1.6977 0.8891 0.1879
S 2.0569 2.5057 0.1559
H -1.7424 0.5440 0.0427
H -0.6883 1.9038 0.6267
H -0.6291 1.4911 -0.9897
H -0.4184 -1.4972 0.2481
H 2.2393 -2.4292 -0.0693

*Q*
15
Properties=species:S:1:pos:R:3 method="wB97M-V/def2-TZVPD" homo_energy_ev="-3.783 / -3.786" gap_ev="7.107 / 7.109" total_charge=-1
C 0.0505 2.5264 -0.1960
C -0.3968 1.4287 0.6131
C 0.4396 0.7005 -1.2900
C -1.0620 -1.8015 -0.8351
C -0.4241 -1.0362 0.3090
N 0.5734 1.9782 -1.3766
N -0.1187 0.2870 -0.0983
O -1.4664 -1.3411 -1.8576
O -1.2784 -3.0572 -0.4800
S -1.1396 -1.3554 1.7418
H -0.1019 3.5740 -0.1772
H -0.9981 1.3397 1.5551
H 0.9063 -0.0122 -2.0591
H 1.3105 -1.8872 0.1088
H -0.8177 -3.1058 0.3853

Relative energies in kJ/mol: *P* 0.0; *Q* 206.6

*P*
9
Properties=species:S:1:pos:R:3 method="wB97M-V/def2-TZVPD" homo_energy_ev=-8.954 gap_ev=9.555 smiles="C1N=NNP1"
C 0.3004 -1.0539 -0.2774
N -1.1345 -0.7743 -0.2388
N -1.5252 0.3720 -0.1339
N -0.6191 1.3130 -0.0561
P 1.2329 0.6028 -0.2749
H 0.6927 -1.4614 0.8016
H 0.4515 -1.7169 -1.1515
H -0.8417 2.2123 0.1648
H 1.4431 0.5064 1.1661

*Q*
9
Properties=species:S:1:pos:R:3 method="wB97M-V/def2-TZVPD" homo_energy_ev=-8.949 gap_ev=9.792 smiles="C1N=NNP1"
C -0.7771 0.6726 -0.4359
N -0.2127 -0.3630 -1.2590
N 0.4199 -1.2189 -0.6538
N 0.7470 -1.1579 0.6038
P 0.0668 0.4910 1.3058
H -0.6292 1.6293 -1.0993
H -1.9865 0.5689 -0.2928
H 1.2190 -1.9737 0.9496
H 1.1528 1.3516 0.8815

*R*
9
Properties=species:S:1:pos:R:3 method="wB97M-V/def2-TZVPD" homo_energy_ev="-8.347 / -8.461" gap_ev="7.812 / 7.913"
C -0.9464 0.4844 0.2220
N 0.1400 1.3756 0.0385
N 1.0939 0.8389 -0.4615
N 0.9167 -0.4250 -0.8242
P -0.3880 -1.2800 -0.2706
H -1.2448 0.7311 1.2738
H -1.6293 0.9069 -0.4442
H 1.7204 -0.7764 -1.4463
H 0.3375 -1.8556 1.9126

Relative energies in kJ/mol: *P* 6.9; *Q* 0.0; *R* 183.6

*P*
29
Properties=species:S:1:pos:R:3 method="wB97M-V/def2-TZVPD" homo_energy_ev="-6.739 / -7.487" gap_ev="7.192 / 7.327"
C -3.2848 1.8876 0.4969
C -2.7891 1.2081 1.6304
C -2.9041 1.4796 -0.7326
C -1.9521 0.1543 1.4923
C -1.9949 0.3505 -0.9018
C -1.5417 -0.2785 0.2800
C 2.2851 0.6923 0.0390
C 3.9621 1.4551 -1.6756
C -0.0669 -2.7818 -1.4469
C -0.6748 -3.0153 1.4907
C 2.4856 1.0017 -1.4419
O 3.0259 0.8577 0.9393
Si -0.2617 -1.6741 0.1311
H -3.8069 2.8369 0.6782
H -2.9307 1.7512 2.5673
H -3.1754 2.1098 -1.5852
H -1.4710 -0.3193 2.2928
H -1.5740 0.0264 -1.7649
H 4.2289 2.4271 -1.2072
H 4.5871 0.7312 -1.1339
H 4.0429 1.6432 -2.7622
H -0.6230 -3.7222 -1.2105
H -0.5026 -2.1739 -2.3195
H 0.9332 -3.1612 -1.6600
H -1.7610 -3.1299 1.6814
H -0.3810 -4.0526 1.1317
H -0.1303 -3.0834 2.5386
H 2.0825 0.1028 -1.9579
H 1.8356 1.9552 -1.5736

*Q*
29
Properties=species:S:1:pos:R:3 method="wB97M-V/def2-TZVPD" homo_energy_ev="-8.042 / -6.203" gap_ev="8.591 / 6.328"
C -3.4729 0.3408 1.8588
C -3.1877 -0.2996 0.6973
C -2.6104 0.4402 2.9447
C -1.8439 -0.5450 0.4794
C -1.2680 0.0200 2.7719
C -0.9108 -0.4247 1.4981
C 2.2596 -0.8507 -3.1519
C 1.2601 -0.3111 -2.4891
C 0.5953 1.3460 -3.9679
C 1.4770 1.3569 1.4028
C 1.8761 -1.9543 1.5305
O 0.3525 0.6556 -2.7523
Si 0.9010 -0.4073 1.1541
H -4.5820 0.7288 1.9225
H -3.8996 -0.4624 -0.0687
H -3.0483 0.8370 3.9198
H -1.5618 -1.0434 -0.4630
H -0.4855 -0.2325 3.5049
H 3.0355 -1.5437 -2.7897
H 2.2466 -0.9079 -4.2262
H 0.5608 0.7950 -4.9248
H 1.5182 2.0139 -3.9627
H -0.1635 2.2166 -4.1025
H 2.4001 1.4666 0.8259
H 0.6697 1.9626 1.0929
H 1.7386 1.6870 2.3549
H 1.3606 -2.3844 2.4466
H 1.8032 -2.6680 0.6778
H 2.9792 -1.8317 1.8160

Relative energies in kJ/mol: *P* 0.0; *Q* 188.4

*P*
10
Properties=species:S:1:pos:R:3 method="wB97M-V/def2-TZVPD" homo_energy_ev="-8.865 / -8.070" gap_ev="7.837 / 7.543"
C 0.9389 0.2058 0.1351
C -2.0756 0.4911 -0.3932
C 0.0596 1.0177 -0.3516
C 1.0550 -1.1232 0.6457
P 2.5036 0.0044 0.9422
H -2.2477 1.3516 -0.9452
H -1.9847 -0.5185 -0.6732
H 0.0106 2.0784 -0.6511
H 0.3576 -1.6484 1.4634
H 1.3826 -1.8587 -0.1722

*Q*
10
Properties=species:S:1:pos:R:3 method="wB97M-V/def2-TZVPD" homo_energy_ev="-8.414 / -8.017" gap_ev="7.328 / 8.039"
C -0.1585 1.1485 0.9450
C -0.4834 -0.6162 -1.3973
C -1.0145 1.0315 -0.0028
C 1.0595 0.6476 1.6300
P 0.4179 2.2890 2.1334
H -0.8430 -0.4031 -2.3356
H 0.4681 -0.7179 -0.9346
H -1.9463 1.2078 -0.5075
H 0.8290 -0.1320 2.3182
H 1.8983 0.4256 1.1530

Relative energies in kJ/mol: *P* 0.0; *Q* 15.3

*P*
12
Properties=species:S:1:pos:R:3 method="wB97M-V/def2-TZVPD" homo_energy_ev=-7.967 gap_ev=8.712
C 0.1270 0.8044 1.2635
C -1.5264 0.3041 -0.4459
N 0.5441 -0.8691 -0.2709
N 3.1690 -0.5312 0.2770
N 3.4428 0.3411 -0.3601
N -0.2749 0.1122 0.2783
H -0.7005 1.5516 1.5918
H -1.2383 0.7164 -1.3939
H -2.1798 1.0431 -0.0670
H -2.1886 -0.5101 -0.3259
H 0.0308 -1.3114 -0.9983
H 0.7947 -1.6512 0.4515

*Q*
12
Properties=species:S:1:pos:R:3 method="wB97M-V/def2-TZVPD" homo_energy_ev=-7.400 gap_ev=8.215
N 2.0366 0.0133 -0.2935
N 1.6150 -0.9488 -0.8906
C 0.2720 -1.0621 -0.9842
C -0.6170 -0.3331 -0.1868
N -0.4955 0.5447 0.7054
N -1.6247 1.3449 0.9147
H 3.1142 -0.2286 -0.2925
H 1.5445 0.7763 0.4700
H -0.0612 -2.1196 -1.3567
H -1.5686 -0.8513 -0.3499
H -2.6880 0.9021 0.6135
H -1.5275 1.9623 1.6508

Relative energies in kJ/mol: *P* 0.0; *Q* 192.2

*P*
16
Properties=species:S:1:pos:R:3 method="wB97M-V/def2-TZVPD" homo_energy_ev=-13.045 gap_ev=7.910 total_charge=+1
C 1.1148 2.1859 0.0977
C -1.4152 -1.2922 0.7435
C 0.0529 -0.8743 0.7100
N 1.5185 1.6688 -0.9771
O -1.9659 -0.6286 -0.3619
S 0.9226 -1.0693 -0.9467
H 0.2940 0.1986 0.7414
H 1.8200 2.3654 0.9353
H -0.0660 2.2822 0.2158
H -1.6754 -2.4339 0.6059
H -1.8202 -0.8940 1.5906
H 0.5036 -1.5008 1.5582
H 2.5258 1.5475 -1.0383
H 0.8880 1.4109 -1.7537
H -2.7195 -1.1501 -0.5277
H 0.0219 -1.8160 -1.5930

*Q*
16
Properties=species:S:1:pos:R:3 method="wB97M-V/def2-TZVPD" homo_energy_ev=-11.592 gap_ev=6.799 total_charge=+1
C -0.6510 -1.2581 -0.2676
C -1.2013 0.9627 0.9364
C -2.4606 0.3312 -0.9014
N -1.5159 -0.0055 -0.0914
O 4.3411 -0.2206 -0.0467
S 2.5551 0.0849 -0.3465
H -1.0971 -2.0476 -0.9023
H 0.2966 -1.0440 -0.6205
H -0.3423 -1.7754 0.6157
H -1.3385 1.9534 0.5775
H -1.7624 0.7972 1.8141
H -0.2491 0.8720 1.3100
H -2.8606 1.3895 -0.8694
H -2.7584 -0.2988 -1.6795
H 4.7308 0.5136 -0.4833
H 4.3134 -0.2544 0.9549

Relative energies in kJ/mol: *P* 0.0; *Q* 129.9

*P*
22
Properties=species:S:1:pos:R:3 method="wB97M-V/def2-TZVPD" homo_energy_ev=-9.682 gap_ev=9.940 smiles="[H]/N=C(/C)c1ccccc1.O=NO"
H -1.0838 -0.0096 2.1363
N -1.4836 -0.5780 1.3730
C -0.6344 -0.7506 0.4440
C -1.1008 -1.4894 -0.7985
C 0.7169 -0.1346 0.3832
C 0.8062 1.2455 0.6450
C 1.9066 2.0482 0.2852
C 3.1046 1.4131 -0.1186
C 3.0734 0.0357 -0.2928
C 1.8712 -0.7206 -0.1314
H -1.9300 -2.2719 -0.4779
H -0.2353 -2.0320 -1.3060
H -1.4545 -0.7643 -1.4064
H -0.1166 1.8398 0.9438
H 1.9860 3.1711 0.3563
H 3.9418 1.9012 -0.3641
H 3.9846 -0.5454 -0.6375
H 1.7471 -1.6910 -0.3833
O -4.5249 0.4404 -1.3959
N -3.6391 0.3541 -0.5636
O -3.8626 -0.6073 0.3593
H -3.0728 -0.8544 0.9499

*Q*
22
Properties=species:S:1:pos:R:3 method="wB97M-V/def2-TZVPD" homo_energy_ev=-8.488 gap_ev=8.007
C 1.4220 -2.3410 0.1910
C 2.7191 -1.8492 0.2543
C 0.4982 -1.2719 -0.0575
C 2.8800 -0.5197 -0.0312
C -1.0115 -1.1881 -0.1605
C -1.1284 0.2694 -0.8643
C 0.2221 1.0307 -0.4831
C 0.1229 2.1018 0.6957
N 1.0617 -0.1007 -0.2021
N 3.7293 0.5071 -0.1497
O 4.9552 0.2416 -0.1955
O 3.2455 1.6627 -0.2087
H 1.1950 -3.3763 0.3773
H 3.5319 -2.5475 0.1970
H -1.5558 -1.8652 -0.6732
H -1.4510 -1.1169 0.7898
H -0.9851 -0.0642 -1.9227
H -2.0070 1.0320 -0.7279
H 0.6051 1.4587 -1.4410
H 0.9519 2.7227 0.6536
H -0.0225 1.4043 1.5084
H -0.8084 2.5655 0.4421

Relative energies in kJ/mol: *P* 0.0; *Q* 220.2

*P*
9
Properties=species:S:1:pos:R:3 method="wB97M-V/def2-TZVPD" homo_energy_ev="-5.448 / -11.074" spin_multiplicity=3 gap_ev="6.536 / 8.291"
C -0.2056 0.3715 0.3502
C 0.9891 1.2408 0.3847
C -0.8528 -1.3937 -0.4256
N -0.5221 1.5534 0.6182
H 1.6954 1.1018 1.2145
H 1.4772 1.7367 -0.5931
H -0.3336 -1.1961 -1.3948
H -1.8194 -1.2142 -0.3838
H -0.4281 -2.2002 0.2295

*Q*
9
Properties=species:S:1:pos:R:3 method="wB97M-V/def2-TZVPD" homo_energy_ev="-5.436 / -11.873" spin_multiplicity=3 gap_ev="6.456 / 9.687"
C -1.7657 1.5527 -2.2339
C -0.5962 -0.0420 0.6776
C 0.3942 -0.4325 -0.0794
N -0.8032 1.1730 -2.7038
H -2.6364 1.7734 -1.6731
H -1.1807 0.6980 0.2357
H -0.4848 -0.3546 1.7216
H 1.2596 -1.0929 0.1993
H 0.4487 -0.3668 -1.1408

Relative energies in kJ/mol: *P* 145.8; *Q* 0.0

*P*
54
Properties=species:S:1:pos:R:3 method="wB97M-V/def2-TZVPD" homo_energy_ev=-9.597 gap_ev=9.697 smiles="CCN(CC)C(C)=O.O.O.O.O.O.O.O.O.O.O.O"
C -1.9376 0.7143 0.4652
C -1.5996 -0.6447 -0.1692
N -0.1256 -0.7758 -0.2509
C 0.4474 -1.4939 0.9335
C 1.6379 -0.7170 1.6821
C 0.7456 -0.5899 -1.2952
C 0.2508 -0.1756 -2.6024
O 1.9742 -0.5703 -1.0517
H -1.8026 1.5292 -0.2288
H -2.8892 0.6601 0.8827
H -1.2418 1.0897 1.2603
H -1.8636 -0.6490 -1.1994
H -1.9197 -1.6348 0.2038
H -0.4650 -1.6230 1.5495
H 0.8125 -2.4687 0.4836
H 1.2700 -0.1793 2.5653
H 2.4741 -1.3472 1.8997
H 2.0086 0.0943 1.1493
H -0.3744 -0.9686 -3.0371
H 0.9399 -0.2080 -3.4994
H -0.1079 0.9139 -2.6199
O -0.3814 2.5114 -3.9361
H -0.2347 3.4587 -4.1551
H 0.3366 2.4422 -3.4993
O 4.4021 1.7228 -0.9021
H 3.7399 1.1852 -1.3162
H 4.6693 2.1056 -1.7592
O 0.3371 -3.8952 -0.6889
H 0.8690 -4.4918 -1.1894
H 0.8682 -2.9664 -0.8017
O 2.1091 2.9086 -2.3485
H 2.7015 3.5790 -2.4196
H 1.6654 2.9397 -1.5320
O -1.4095 -2.9245 3.6039
H -1.7414 -3.6423 3.1185
H -0.6356 -2.7368 3.2521
O -0.7221 3.3611 2.2661
H -0.7479 3.8963 3.0411
H -1.3026 2.4707 2.4967
O 3.6783 -1.1912 -3.4465
H 2.9605 -1.3829 -2.6728
H 3.8998 -0.2756 -3.2406
O -5.1166 0.3557 1.8177
H -4.6731 0.9207 1.1249
H -4.4175 -0.1299 2.2503
O 0.7330 4.3087 -0.0534
H -0.0808 4.0397 0.3548
H 1.3977 4.3307 0.6711
O -1.0431 -3.9779 1.1273
H -1.5409 -4.3869 0.4914
H -0.2162 -4.3136 0.9236
O -2.7377 -0.0985 3.2519
H -3.2951 -0.2358 3.9820
H -2.3047 -0.8432 3.0673

*Q*
54
Properties=species:S:1:pos:R:3 method="wB97M-V/def2-TZVPD" homo_energy_ev=-9.527 gap_ev=9.564 smiles="CCC[C@H](C=O)NC.O.O.O.O.O.O.O.O.O.O.O"
C 0.1761 -1.5055 -1.2732
C -0.2895 -0.3000 -0.4863
C 0.8112 0.7333 -0.4757
C 0.2768 2.1273 -0.0046
C 1.1969 3.1300 -0.6519
O 0.9857 3.5456 -1.7653
N 0.3494 2.2695 1.4318
C -0.6171 3.2907 1.9793
H -0.2439 -2.5332 -1.0707
H 1.2442 -1.8641 -1.2998
H -0.0787 -1.5745 -2.3680
H -0.4798 -0.6934 0.5398
H -1.1959 0.1153 -0.8868
H 1.2411 0.8596 -1.4742
H 1.7732 0.3972 -0.0436
H -0.7483 2.1838 -0.3718
H 2.0806 3.5076 -0.1040
H 0.1377 1.3826 1.8672
H -0.0555 4.2456 2.0145
H -0.8068 2.9279 3.0191
H -1.5662 3.3935 1.4408
O 3.0088 -1.8336 -3.3512
H 2.4515 -1.0300 -3.3819
H 2.3590 -2.4942 -3.0729
O -0.5601 0.0458 -4.0782
H -0.2965 0.9896 -4.1909
H -1.4867 0.2944 -3.8974
O 2.8302 -3.0060 0.5895
H 3.7419 -3.2047 0.3865
H 2.4234 -2.3654 -0.0058
O -3.2209 1.6321 0.2460
H -3.5941 2.4481 0.6447
H -3.4902 1.0057 0.9277
O 1.5718 -2.6876 3.3924
H 2.1807 -2.9586 2.6866
H 1.9157 -1.7949 3.5769
O -2.8594 1.2894 -2.4580
H -3.7914 1.5321 -2.4580
H -2.7734 1.2650 -1.4595
O 4.1559 -0.8098 -1.1595
H 3.9720 -1.3085 -2.0002
H 3.9585 0.1126 -1.3194
O -3.5200 -0.5852 1.8889
H -2.7923 -0.3348 2.5152
H -3.7258 -1.4280 2.3009
O -3.3749 -1.9792 -1.0867
H -3.1327 -1.5472 -0.2800
H -3.0668 -1.4569 -1.8255
O -1.3906 -1.6670 3.4268
H -0.8959 -0.8452 3.5788
H -0.6925 -2.2064 3.0374
O 1.8070 -0.1522 2.6475
H 2.6515 0.1324 2.2313
H 1.4455 -0.6909 1.9316

Relative energies in kJ/mol: *P* 291.7; *Q* 0.0

*P*
16
Properties=species:S:1:pos:R:3 method="wB97M-V/def2-TZVPD" homo_energy_ev=-10.507 gap_ev=10.878 smiles=B[C@@H](C)CC
B 1.2047 -1.4568 -0.1295
C 0.7100 -0.1363 0.5318
C 1.0733 1.1060 -0.2639
C -0.8059 -0.1372 0.7815
C -1.6822 0.0482 -0.4875
H 2.2891 -1.9271 0.0497
H 0.6532 -2.3697 -0.7182
H 1.2062 -0.0974 1.5770
H 0.7205 1.2200 -1.2058
H 2.1121 1.3952 -0.3777
H 0.7101 2.0095 0.1289
H -0.9651 0.7035 1.4775
H -0.9943 -1.1288 1.2575
H -1.5254 -0.8147 -1.0746
H -1.3785 0.8896 -1.0293
H -2.7611 0.3699 -0.2704

*Q*
16
Properties=species:S:1:pos:R:3 method="wB97M-V/def2-TZVPD" homo_energy_ev=-10.539 gap_ev=10.777 smiles=BCC(C)C
B -0.1758 0.6293 2.2149
C 0.0313 0.9862 0.6035
C 0.3689 -0.3192 -0.2250
C -0.9369 -1.1511 -0.3519
C 0.8397 0.2716 -1.5632
H 0.6509 -0.1077 2.5895
H -1.1804 0.6669 3.0727
H 0.9711 1.7034 0.5467
H -0.7461 1.4711 -0.0800
H 1.0901 -1.0570 0.2787
H -0.7025 -2.1965 -0.7939
H -1.6130 -0.4421 -0.8106
H -1.2772 -1.2353 0.5785
H 1.1108 -0.5432 -2.3004
H 1.6917 0.8598 -1.3908
H 0.0414 1.0127 -1.9256

Relative energies in kJ/mol: *P* 0.0; *Q* 43.8

*P*
14
Properties=species:S:1:pos:R:3 method="wB97M-V/def2-TZVPD" homo_energy_ev=-9.947 gap_ev=10.109 smiles="O=[N+]([O-])C1(Br)CCC1"
O -0.2587 2.7856 -1.3222
N 0.3422 1.9647 -1.8879
O 0.5626 1.9387 -3.0742
C 0.9070 0.8861 -1.0869
Br 2.4750 0.2682 -1.9328
C 0.7388 0.7920 0.4056
C 0.1557 -0.6301 0.3020
C -0.3972 -0.4070 -1.0899
H -0.0118 1.4933 0.6863
H 1.5636 0.9495 0.9976
H 0.8916 -1.3773 0.3351
H -0.6239 -0.8139 0.9215
H -0.4519 -1.3159 -1.6696
H -1.3555 0.1450 -1.1830

*Q*
14
Properties=species:S:1:pos:R:3 method="wB97M-V/def2-TZVPD" homo_energy_ev=-9.346 gap_ev=10.107
C -0.2528 -0.6588 -0.9740
C 1.2129 0.4165 2.2808
C -1.2962 -0.9423 -2.0098
C 0.8399 1.6793 2.3608
N 0.6107 0.2083 -0.7551
O -0.1733 -1.5419 -0.0044
O 1.6559 -0.6662 2.1035
Br 0.4140 1.7275 -1.7396
H -2.2517 -0.2633 -1.8371
H -0.9030 -0.7425 -2.9741
H -1.4845 -2.0018 -1.7542
H 0.4862 2.1862 3.2623
H 0.6443 1.9946 1.3704
H 0.4977 -1.3958 0.6706

Relative energies in kJ/mol: *P* 230.6; *Q* 0.0

*P*
20
Properties=species:S:1:pos:R:3 method="wB97M-V/def2-TZVPD" homo_energy_ev="-9.350 / -9.350" gap_ev="8.078 / 8.076"
C -0.4279 -0.2370 -0.4823
C -0.3958 -0.1919 -2.0096
C 0.0285 -1.6076 0.0281
C -1.8245 0.1172 0.0474
C 0.6556 1.2100 1.5200
C 2.4104 1.0723 1.2065
O 0.4838 0.7959 -0.0566
N 2.4952 0.5945 0.1041
O 0.2455 2.2984 1.8396
H 0.4406 0.2821 2.0785
H 3.1401 1.4575 1.9030
H -1.0684 -0.9426 -2.4292
H -0.7006 0.7936 -2.3617
H 0.6162 -0.3870 -2.3667
H -0.0110 -1.6620 1.1168
H 1.0499 -1.8072 -0.2944
H -0.6198 -2.3902 -0.3669
H -1.8548 0.1001 1.1372
H -2.1143 1.1129 -0.2881
H -2.5488 -0.6089 -0.3258

*Q*
20
Properties=species:S:1:pos:R:3 method="wB97M-V/def2-TZVPD" homo_energy_ev=-8.654 gap_ev=9.363 smiles="CCC(N)=O.CC#CO"
C -2.2910 -1.2993 0.5199
C -2.5234 -0.0814 -0.3710
C -1.2391 0.7663 -0.5105
N -1.0040 1.5762 0.5491
O -0.7647 0.9366 -1.6259
H -1.9595 -1.0116 1.5160
H -1.5491 -1.9590 0.0758
H -3.2188 -1.8563 0.6350
H -3.2988 0.5539 0.0614
H -2.8645 -0.3900 -1.3593
H -1.6380 1.6180 1.3276
H -0.0804 1.9580 0.7012
C 3.6441 -1.1403 0.2649
C 2.6798 -0.1126 -0.0766
C 2.0725 0.8414 -0.4980
O 1.5595 1.9987 -0.8448
H 4.5541 -1.0229 -0.3260
H 3.2282 -2.1278 0.0627
H 3.9169 -1.0812 1.3189
H 0.7762 1.8331 -1.4204

Relative energies in kJ/mol: *P* 250.3; *Q* 0.0